Density functional theory data (wB97M-V/def2-TZVPD) for 2 unconnected molecules or ions with the total composition C7H9ClN2O2.

Output
- ΔE to the lowest compared entry with this formula, charge and spin (kcal/mol) = 109.77
- maximum force (eV Å⁻¹) = 6.4
- LUMO energy (eV) = -0.1408

Each line ends with the natural charge from an NBO analysis.
Element x y z (Å)
1 C 0.90 -2.03 -2.19  -0.289
2 C 0.11 -0.56 -0.44  0.518
3 C -0.33 1.61 -1.01  0.376
4 C -0.93 0.94 1.04  0.130
5 C -0.24 -0.37 0.88  -0.155
6 C -0.59 -1.57 1.96  -0.425
7 C 0.62 -2.10 2.80  -0.078
8 H 1.62 -2.90 -1.90  0.209
9 H 0.22 -2.14 -3.04  0.215
10 H 1.62 -1.28 -2.63  0.202
11 H -1.41 1.16 1.97  0.194
12 H -1.06 -2.39 1.36  0.226
13 H -1.42 -1.14 2.62  0.228
14 H 1.50 -2.58 2.38  0.192
15 H 0.03 -2.76 3.63  0.158
16 H 1.55 -1.54 4.67  0.430
17 N 0.19 0.42 -1.39  -0.518
18 N -0.93 1.92 0.19  -0.485
19 O 0.58 -1.68 -0.83  -0.486
20 O 1.04 -0.92 3.54  -0.684
21 Cl -0.45 2.62 -2.38  0.042


Density functional theory data (wB97M-V/def2-TZVPD) for 2 unconnected molecules or ions with the total composition C7H9ClOS.

Output
- ΔE to the lowest compared entry with this formula, charge and spin (kcal/mol) = 205.43
- maximum force (eV Å⁻¹) = 4.3
- LUMO energy (spin up / spin down) (eV) = -1.1021 / -1.1073

Each line ends with the natural charge from an NBO analysis.
Element x y z (Å)
1 C -2.14 -0.39 -0.23  -0.182
2 C -2.23 -1.70 0.10  -0.183
3 C 0.05 -2.33 0.39  0.002
4 C 0.18 0.10 0.22  -0.284
5 C 1.56 2.68 0.51  -0.990
6 C -1.03 0.53 -0.15  -0.278
7 C -1.17 -2.67 0.02  -0.332
8 O 2.23 0.70 -0.98  -0.993
9 S 1.62 1.04 0.31  1.579
10 Cl 4.40 -1.01 0.13  -0.351
11 H -3.08 0.13 -0.37  0.208
12 H -3.25 -1.92 0.18  0.219
13 H 1.02 -2.79 0.28  0.215
14 H 0.98 3.14 -0.23  0.224
15 H 1.06 2.78 1.44  0.198
16 H -1.27 1.65 -0.26  0.237
17 H 3.67 -0.22 -0.65  0.322
18 H -1.58 -3.72 -0.12  0.249
19 H 2.68 0.55 1.02  0.138


Density functional theory data (wB97M-V/def2-TZVPD) for a molecular structure, C7H9DyO5P.

Output
- multiplicity = 6
- expectation value of S² = 9.341
- net charge = +3
- ΔE to the lowest compared entry with this formula, charge and spin (kcal/mol) = 0.00
- maximum force (eV Å⁻¹) = 9.8
- LUMO energy (spin up / spin down) (eV) = -14.4342 / -14.9913

Each line ends with the Löwdin spin population.
Element x y z (Å)
1 Dy 0.85 -1.64 -1.51  5.057
2 O -1.13 3.22 -3.52  0.000
3 C -0.85 2.33 -2.87  0.000
4 C 2.71 -1.67 -3.11  -0.019
5 O 3.50 -1.88 -3.95  0.000
6 C -1.38 -2.09 -2.22  -0.016
7 O -2.43 -2.53 -2.53  0.000
8 C 0.58 -0.20 -3.90  -0.011
9 O 0.73 0.02 -5.02  0.000
10 C 0.64 -0.97 2.75  -0.001
11 P -0.02 0.24 1.59  0.000
12 C -1.78 0.10 1.56  0.000
13 C 0.44 1.89 2.12  0.002
14 O 0.60 -0.03 0.17  -0.013
15 H 0.15 -0.85 3.73  0.000
16 H 1.71 -0.81 2.91  0.000
17 H 0.46 -1.99 2.38  0.000
18 H -2.16 0.20 2.57  0.000
19 H -2.19 0.91 0.96  0.000
20 H -2.07 -0.88 1.17  0.000
21 H 1.54 1.94 2.28  0.000
22 H 0.12 2.61 1.34  0.000
23 H -0.04 2.10 3.08  0.000


Density functional theory data (wB97M-V/def2-TZVPD) for C7H9F2N2OP in the gas phase.

Output
- multiplicity = 3
- expectation value of S² = 2.027
- maximum force (eV Å⁻¹) = 6.0
- LUMO energy (spin up / spin down) (eV) = 0.1209 / -1.6175

Each line ends with the natural charge from an NBO analysis.
Element x y z (Å)
1 C 2.13 0.62 0.01  -0.188
2 C 1.06 -0.09 0.26  0.074
3 C -1.02 2.27 0.56  -0.200
4 C 3.03 1.55 -0.26  0.653
5 C 0.81 -2.69 0.10  -0.630
6 C -2.42 0.93 -0.67  -0.400
7 C 1.18 -1.43 0.99  0.202
8 N -0.28 0.13 -0.12  -0.160
9 N -1.12 1.19 -0.10  -0.335
10 O 3.42 2.54 0.58  -0.662
11 F 3.51 1.76 -1.47  -0.314
12 F 2.47 -1.63 1.45  -0.352
13 P -0.41 3.77 0.61  0.386
14 H -0.25 -2.77 0.06  0.216
15 H 1.16 -2.37 -0.97  0.215
16 H 1.23 -3.56 0.56  0.227
17 H -2.38 0.97 -1.74  0.202
18 H -2.69 -0.05 -0.53  0.212
19 H -3.18 1.67 -0.38  0.225
20 H 0.48 -1.44 1.87  0.167
21 H 4.01 3.10 0.10  0.492
22 H -0.63 3.90 1.92  -0.031


Density functional theory data (wB97M-V/def2-TZVPD) for 2 unconnected molecules or ions with the total composition C7H9I.

Output
- ΔE to the lowest compared entry with this formula, charge and spin (kcal/mol) = 0.00
- maximum force (eV Å⁻¹) = 1.2
- LUMO energy (eV) = 0.5886

Each line ends with the natural charge from an NBO analysis.
Element x y z (Å)
1 C 1.07 -1.30 -0.47  -0.225
2 C 1.75 -0.39 0.34  -0.224
3 C 1.47 0.98 0.24  -0.225
4 C 0.51 1.43 -0.67  -0.210
5 C -0.17 0.52 -1.47  -0.220
6 C 0.10 -0.85 -1.37  -0.216
7 H 1.29 -2.37 -0.39  0.220
8 H 2.51 -0.74 1.05  0.218
9 H 2.01 1.69 0.87  0.217
10 H 0.29 2.50 -0.74  0.217
11 H -0.93 0.87 -2.18  0.224
12 H -0.44 -1.56 -2.00  0.224
13 C -1.75 -0.10 1.48  -0.765
14 I -3.30 -0.69 0.17  0.081
15 H -0.77 -0.38 1.06  0.236
16 H -1.87 -0.60 2.46  0.224
17 H -1.77 0.99 1.64  0.225


Density functional theory data (wB97M-V/def2-TZVPD) for 2 unconnected molecules or ions with the total composition C7H9ISi.

Output
- ΔE to the lowest compared entry with this formula, charge and spin (kcal/mol) = 56.34
- maximum force (eV Å⁻¹) = 4.6
- LUMO energy (spin up / spin down) (eV) = -0.6420 / 0.0210

Each line ends with the natural charge from an NBO analysis.
Element x y z (Å)
1 C 2.89 0.04 -0.74  -0.179
2 C 2.21 1.26 -0.85  -0.214
3 C 2.17 -1.09 -0.38  -0.208
4 C 0.83 1.28 -0.78  -0.173
5 C 0.76 -1.07 -0.39  -0.182
6 C 0.04 0.12 -0.55  -0.518
7 C -2.96 -0.26 2.53  -0.560
8 Si -1.83 -0.03 -0.62  0.798
9 I -2.77 1.81 -1.91  -0.190
10 H 3.87 0.07 -0.96  0.206
11 H 2.54 2.25 -1.09  0.219
12 H 2.74 -1.91 -0.37  0.204
13 H 0.27 2.07 -0.97  0.198
14 H 0.28 -2.04 -0.21  0.212
15 H -2.23 -0.99 2.80  0.162
16 H -2.75 0.83 2.69  0.200
17 H -3.79 -0.83 2.61  0.164
18 H -2.28 -1.52 -0.83  -0.139


Density functional theory data (wB97M-V/def2-TZVPD) for C7H9N in the gas phase.

Output
- ΔE to the lowest compared entry with this formula, charge and spin (kcal/mol) = 183.21
- maximum force (eV Å⁻¹) = 2.3
- LUMO energy (eV) = -2.2916

Each line ends with the natural charge from an NBO analysis.
Element x y z (Å)
1 C 0.11 0.02 1.62  -0.242
2 C -0.07 1.26 2.25  0.100
3 N -0.34 2.42 1.71  -0.721
4 C 0.85 -0.93 -0.58  0.091
5 C 0.06 -0.15 0.23  -0.101
6 C -0.82 0.77 -0.62  -0.616
7 C -0.21 -2.16 -2.47  -0.153
8 C 0.82 -1.54 -1.82  -0.358
9 H 0.34 -0.88 2.19  0.211
10 H 0.01 1.30 3.36  0.165
11 H 0.27 2.73 0.96  0.354
12 H -0.27 1.38 -1.34  0.220
13 H -1.52 0.16 -1.18  0.206
14 H -1.32 1.47 0.05  0.254
15 H -1.13 -1.71 -2.84  0.202
16 H 0.01 -3.16 -2.82  0.190
17 H 1.77 -1.91 -2.25  0.199


Density functional theory data (wB97M-V/def2-TZVPD) for C7H9N in the gas phase.

Output
- ΔE to the lowest compared entry with this formula, charge and spin (kcal/mol) = 178.23
- maximum force (eV Å⁻¹) = 7.8
- LUMO energy (eV) = 0.4271

Each line ends with the natural charge from an NBO analysis.
Element x y z (Å)
1 C 3.08 -0.10 -0.55  -0.251
2 C 2.03 0.36 -0.84  -0.081
3 C 0.90 1.34 -1.22  -0.262
4 C -0.29 1.37 -0.43  -0.146
5 C -0.57 0.62 0.85  -0.323
6 C -1.99 0.00 0.59  -0.438
7 C -0.74 -0.79 0.97  -0.048
8 N -0.43 -1.94 0.10  -0.832
9 H 3.98 -1.02 -0.68  0.275
10 H 1.20 1.97 -2.14  0.250
11 H -1.04 2.20 -0.71  0.219
12 H -0.25 1.03 1.91  0.248
13 H -2.27 0.29 -0.55  0.235
14 H -2.83 -0.16 1.45  0.233
15 H -0.94 -1.12 2.13  0.205
16 H -0.62 -1.69 -0.89  0.362
17 H 0.77 -2.34 0.01  0.354


Density functional theory data (wB97M-V/def2-TZVPD) for a molecular structure, C7H9N.

Output
- ΔE to the lowest compared entry with this formula, charge and spin (kcal/mol) = 89.60
- maximum force (eV Å⁻¹) = 1.5
- LUMO energy (eV) = 0.7561

Each line ends with the natural charge from an NBO analysis.
Element x y z (Å)
1 C -0.53 1.79 1.66  -0.388
2 C -0.47 0.67 0.93  -0.024
3 C -0.60 -0.70 1.51  -0.205
4 C -0.12 -1.67 0.68  -0.184
5 C 0.53 -0.98 -0.45  -0.106
6 C 0.66 0.51 -1.84  -0.210
7 C -0.18 0.32 -0.52  -0.272
8 H -0.26 2.76 1.26  0.204
9 H -0.79 1.74 2.75  0.201
10 H -0.98 -0.86 2.53  0.220
11 H 0.08 -2.69 1.00  0.219
12 H 1.59 -0.85 -0.16  0.188
13 H -0.28 -1.21 -2.27  0.333
14 H 0.25 1.07 -2.71  0.204
15 H 1.64 0.90 -1.54  0.195
16 H -1.22 0.16 -0.86  0.199
17 N 0.67 -0.97 -1.98  -0.573


Density functional theory data (wB97M-V/def2-TZVPD) for C7H9N in the gas phase.

Output
- ΔE to the lowest compared entry with this formula, charge and spin (kcal/mol) = 239.00
- maximum force (eV Å⁻¹) = 5.8
- LUMO energy (eV) = 1.0126

Each line ends with the natural charge from an NBO analysis.
Element x y z (Å)
1 C -1.25 -1.64 -0.28  -0.257
2 C -0.27 -1.46 -1.24  -0.162
3 C 0.39 0.02 -0.88  -0.166
4 N 1.12 1.31 -0.69  -0.611
5 C 0.09 1.90 0.42  -0.224
6 C -0.09 0.61 1.20  -0.229
7 C -0.75 -0.66 0.88  -0.271
8 C 0.72 -0.39 0.48  -0.213
9 H -1.70 -2.83 -0.14  0.262
10 H 0.01 -2.07 -2.23  0.232
11 H -0.62 0.36 -0.98  0.187
12 H 1.34 1.89 -1.67  0.365
13 H -0.94 2.18 0.18  0.190
14 H 0.47 2.73 0.92  0.213
15 H -0.06 0.45 2.31  0.232
16 H -0.84 -1.07 1.98  0.199
17 H 1.42 -1.17 0.95  0.253


Density functional theory data (wB97M-V/def2-TZVPD) for C7H9N in the gas phase.

Output
- ΔE to the lowest compared entry with this formula, charge and spin (kcal/mol) = 33.39
- maximum force (eV Å⁻¹) = 2.7
- LUMO energy (eV) = 1.0291

Each line ends with the natural charge from an NBO analysis.
Element x y z (Å)
1 C 2.25 0.85 -1.46  -0.374
2 C 1.15 1.09 -0.77  -0.198
3 C 0.42 0.07 0.02  -0.132
4 C 1.07 -0.78 0.97  -0.286
5 C 0.09 -1.54 1.56  -0.076
6 N -1.11 -1.13 1.04  -0.502
7 C -0.94 -0.15 0.08  0.119
8 C -2.09 0.54 -0.47  -0.640
9 H 2.47 -0.10 -1.95  0.199
10 H 2.93 1.67 -1.61  0.195
11 H 1.00 2.06 -0.28  0.196
12 H 2.13 -0.79 1.13  0.225
13 H 0.01 -2.15 2.45  0.210
14 H -1.93 -1.70 1.16  0.404
15 H -2.27 1.58 -0.15  0.226
16 H -2.97 -0.08 -0.14  0.209
17 H -2.21 0.57 -1.57  0.228


Density functional theory data (wB97M-V/def2-TZVPD) for C7H9N in the gas phase.

Output
- ΔE to the lowest compared entry with this formula, charge and spin (kcal/mol) = 66.76
- maximum force (eV Å⁻¹) = 4.0
- LUMO energy (eV) = 0.8330

Each line ends with the natural charge from an NBO analysis.
Element x y z (Å)
1 C 1.77 -0.82 -0.27  -0.245
2 C 0.69 -1.48 0.13  -0.137
3 C -0.55 -0.85 0.59  -0.092
4 N -1.48 -0.81 -0.53  -0.630
5 C -1.50 0.68 -0.58  -0.196
6 C -0.53 0.75 0.70  -0.292
7 C 0.80 1.32 0.23  -0.141
8 C 1.83 0.58 -0.26  -0.260
9 H 2.66 -1.34 -0.56  0.211
10 H 0.67 -2.57 0.20  0.205
11 H -1.07 -1.36 1.41  0.196
12 H -2.42 -1.28 -0.27  0.360
13 H -1.06 1.16 -1.47  0.197
14 H -2.53 1.13 -0.36  0.185
15 H -0.77 1.32 1.57  0.225
16 H 0.79 2.45 0.03  0.200
17 H 2.70 1.15 -0.57  0.215